A structure of composition C28H60NO18P, computed with the ωB97M-V functional and the def2-TZVPD basis.

Structure (XYZ):
```
108
C28H60NO18P, DFT the ωB97M-V functional and the def2-TZVPD basis
N -0.1331 -0.7419 -0.3030
H 0.0841 -1.4117 -1.0892
H 0.6898 -0.3078 -0.0864
H -0.3949 -1.0588 0.5711
H -0.8800 -0.1021 -0.7764
P 1.9069 -2.8324 1.0218
O 2.8343 -3.6713 1.8121
O 1.1497 -1.9012 1.9635
O 0.9408 -3.4474 0.1072
O 2.6321 -1.7646 0.4117
O -1.8051 2.2005 0.8129
C -1.6033 2.5774 1.9691
O -1.5031 1.7642 3.0342
C -1.6455 0.3629 2.8882
C -2.4095 -0.1783 4.1560
C -1.6568 4.0196 2.3563
H -0.6288 -0.1795 2.7893
H -2.1994 0.0537 2.0339
H -3.2711 0.2215 4.4526
H -1.7916 -0.0202 5.0898
H -2.5384 -1.1905 3.8197
H -1.7063 4.5325 1.2609
H -0.8993 4.2994 2.8353
H -2.5826 4.3596 2.8425
O 3.0598 3.9043 5.2086
C 2.1786 4.3334 4.4072
O 1.9540 3.7776 3.2192
C 2.7861 2.6824 2.7832
C 2.1407 2.3171 1.4168
C 1.2041 5.4992 4.5572
H 2.7007 1.8018 3.4886
H 3.8834 2.8983 2.6200
H 1.1101 1.9822 1.6554
H 2.7276 1.3962 1.1684
H 2.2373 3.2306 0.6566
H 0.5317 5.3811 5.3740
H 0.7571 5.5977 3.4802
H 1.9321 6.3455 4.6544
O -2.3758 -5.9208 4.0778
C -1.8308 -5.1355 3.3772
O -2.5441 -4.2670 2.5885
C -2.0342 -3.4773 1.4955
C -3.1831 -2.7265 0.9518
C -0.2710 -4.9323 3.4023
H -1.5104 -4.0622 0.7701
H -1.1350 -2.8554 1.7023
H -3.9232 -3.4537 0.5463
H -2.8672 -2.1656 0.2379
H -3.6266 -2.1718 1.5995
H 0.1833 -4.7738 2.5025
H 0.1267 -5.9174 3.7827
H 0.1624 -4.0875 4.1165
O 0.8239 4.6897 -1.8345
C 1.2352 3.9549 -0.9589
O 2.4446 3.7682 -0.5546
C 3.4589 4.6712 -1.0218
C 4.6684 4.2752 -0.0749
C 0.2291 3.2159 -0.1207
H 3.1563 5.7984 -1.0640
H 3.8633 4.4467 -1.9550
H 4.3444 4.6138 0.9456
H 5.4875 4.9430 -0.4250
H 5.0495 3.2200 -0.2170
H -0.6915 3.4404 -0.5916
H 0.3533 3.6886 0.8988
H 0.5071 2.1266 -0.2678
O -3.0499 -0.6636 -3.5420
C -2.1412 0.1520 -3.5321
O -1.5000 0.6553 -4.5796
C -1.8545 0.2727 -5.8699
C -1.3003 1.1938 -6.8903
C -1.6863 0.7242 -2.0930
H -2.9215 -0.0630 -5.8525
H -1.5234 -0.6942 -6.0980
H -1.9045 1.9214 -7.0467
H -1.3597 0.7595 -7.7906
H -0.1535 1.6206 -6.7615
H -1.2442 -0.2734 -1.4252
H -2.4709 1.1959 -1.4395
H -0.9415 1.4732 -2.0692
O 1.3606 -0.2421 -1.5286
C 2.2709 -1.0375 -1.7252
O 3.5196 -0.7139 -1.9462
C 4.1050 0.6001 -1.5875
C 5.6539 0.6518 -1.8379
C 2.1233 -2.5419 -1.6639
H 3.9179 0.5993 -0.6274
H 3.3586 1.4276 -1.9399
H 5.8227 0.5764 -3.0400
H 6.1456 0.0581 -1.2240
H 6.0847 1.5910 -1.7251
H 2.6551 -3.0686 -2.3887
H 1.0496 -2.6329 -1.7133
H 2.4764 -2.8875 -0.7515
O -1.8455 -2.7772 -1.4146
C -2.1613 -3.9344 -1.4921
O -3.4486 -4.4029 -1.7249
C -4.4339 -3.5022 -2.1588
C -5.7474 -4.2149 -2.0843
C -1.2274 -5.0287 -0.9767
H -4.1242 -3.2342 -3.2856
H -4.4286 -2.3045 -1.8596
H -5.8850 -4.6085 -1.2540
H -5.8354 -5.1867 -2.7480
H -6.3811 -3.4802 -2.2656
H -1.0590 -5.5874 -1.7944
H -1.5641 -5.5304 0.0128
H -0.2446 -4.4992 -0.8369
```

Values from the calculation:
**Energy above the lowest of the compared OMol25 structures with the same formula, charge and spin**: 676.1 kJ/mol
**Charge**: -2

A cluster of 11 separate species, C28H60O34S9 in total, computed with the ωB97M-V functional and the def2-TZVPD basis.

Structure (XYZ):
```
131
C28H60O34S9, DFT the ωB97M-V functional and the def2-TZVPD basis
O -1.2054 3.3750 5.6103
S -0.8190 3.0971 4.2302
O -1.7982 3.4346 3.1669
C 0.6650 3.9412 3.9039
C 1.8513 2.9639 4.2730
C 1.3926 1.6244 3.7232
C -0.0972 1.4426 4.0908
H 0.7620 4.8536 4.4922
H 0.7574 4.1010 2.8296
H 2.7892 3.2621 3.8043
H 2.1237 2.8757 5.3248
H 1.9345 0.7271 4.0221
H 1.5536 1.7862 2.6573
H -0.1500 0.8910 5.0294
H -0.6327 0.8492 3.3498
O 2.6616 -5.4879 2.9475
S 2.0422 -4.5037 3.7978
O 2.8418 -3.4446 4.4716
C 0.8433 -3.4644 2.7653
C -0.4986 -3.5404 3.5146
C -0.5454 -4.8191 4.3888
C 0.7529 -5.1902 5.0173
H 0.7938 -3.8635 1.7522
H 1.3156 -2.4881 2.6555
H -0.6255 -2.7580 4.2628
H -1.3859 -3.3409 2.9137
H -0.9968 -5.5510 3.7190
H -1.3014 -4.7374 5.1698
H 0.8004 -6.2694 5.1632
H 1.0016 -4.7346 5.9757
O 4.7585 -2.1761 1.7602
S 4.1830 -0.9972 2.4271
O 2.8089 -0.6735 2.0165
C 4.3746 -0.8891 4.3531
C 5.0534 0.4861 4.6698
C 6.0152 0.6987 3.5932
C 5.2855 0.4931 2.3035
H 4.9573 -1.7337 4.7209
H 3.3748 -1.1401 4.7076
H 4.3289 1.2803 4.8502
H 5.6454 0.3843 5.5793
H 6.8050 -0.0523 3.6094
H 6.4922 1.6768 3.6564
H 5.9073 0.3930 1.4139
H 4.6427 1.3558 2.1283
O 0.5229 -4.5947 -1.2128
S 1.8151 -5.1677 -1.5057
O 1.9876 -6.1805 -2.6040
O 2.8728 -3.9419 -1.9432
C 3.8349 -3.5950 -0.9665
C 3.6118 -4.6090 0.2298
O 2.6284 -5.5711 -0.1852
H 4.7746 -3.7024 -1.5083
H 3.7410 -2.5305 -0.7516
H 3.2688 -4.0242 1.0832
H 4.6205 -4.8846 0.5374
O -4.0304 4.4604 -6.2114
S -3.1631 4.2944 -5.0398
O -2.3962 5.4976 -4.5967
O -4.0101 3.5639 -3.7924
C -3.3128 2.3820 -3.3782
C -2.4297 1.8975 -4.5105
O -2.1209 3.0672 -5.2178
H -2.7885 2.4920 -2.4289
H -4.1571 1.7225 -3.1773
H -2.9879 1.1698 -5.0996
H -1.5086 1.4900 -4.0937
O 0.0612 0.0230 -7.0511
S -0.0363 -1.0298 -6.0363
O -1.3627 -1.4941 -5.6201
O 0.7868 -2.3106 -6.6105
C 1.6055 -2.9507 -5.7324
C 1.4985 -2.2132 -4.3908
O 0.9704 -0.9664 -4.7288
H 1.2089 -3.9602 -5.6243
H 2.5801 -2.9493 -6.2205
H 2.4628 -1.9274 -3.9706
H 1.1205 -2.6710 -3.4767
O -2.7170 -4.3122 0.7837
S -3.4102 -3.1061 0.8700
O -2.7546 -1.9909 1.4321
O -4.1248 -2.7273 -0.5737
C -5.5512 -2.7575 -0.4546
C -5.9254 -2.6112 1.0290
O -4.8415 -3.3287 1.6490
H -5.8953 -2.0007 -1.1596
H -5.6984 -3.7382 -0.9069
H -6.9189 -2.9467 1.3264
H -5.7955 -1.5406 1.1876
O 1.5564 1.9841 -2.9344
S 1.9218 3.3073 -3.4830
O 2.5185 4.3283 -2.6228
O 2.9437 2.9581 -4.7522
C 2.2809 2.6764 -5.9623
C 0.9991 3.5610 -5.8636
O 0.7711 3.8606 -4.5277
H 2.8847 3.1000 -6.7648
H 2.2335 1.5884 -6.0090
H 0.1733 3.0199 -6.3255
H 1.1054 4.4833 -6.4346
O -2.3553 6.8382 -2.0570
S -2.5645 5.5569 -1.3923
O -3.8777 4.9870 -1.4246
O -1.4648 4.5151 -1.9158
C -0.3315 4.5241 -1.1117
C -0.8895 4.5627 0.3088
O -1.9244 5.5537 0.1788
H 0.1149 3.5652 -1.3750
H 0.2569 5.4221 -1.3001
H -0.1460 4.7957 1.0710
H -1.2488 3.5971 0.6648
O 1.1783 -0.2873 -0.0971
C -0.0240 -1.0907 0.0276
C -0.9834 -0.8413 -1.1953
O -1.3806 0.5094 -1.2394
H 1.6789 -0.4907 0.6964
H 0.3666 -2.0983 -0.1149
H -0.5569 -0.9421 0.9668
H -1.8558 -1.4927 -1.1435
H -0.5125 -1.1892 -2.1147
H -0.6493 1.1301 -1.1998
O -6.7734 0.9303 0.5669
C -6.0044 1.8226 1.2654
C -4.5038 1.3408 1.2685
O -4.0842 1.1236 -0.0581
H -6.3010 0.6329 -0.2142
H -6.1963 2.8015 0.8260
H -6.4436 1.9032 2.2597
H -4.2866 0.4514 1.8600
H -3.9727 2.2076 1.6617
H -3.1483 0.9301 -0.1485
```

Values from the calculation:
**DFT total energy**: -197129.0211 eV
**Structure (SMILES)**: O=S1(=O)CCCC1.O=S1(=O)CCCC1.O=S1(=O)CCCC1.O=S1(=O)OCCO1.O=S1(=O)OCCO1.O=S1(=O)OCCO1.O=S1(=O)OCCO1.O=S1(=O)OCCO1.O=S1(=O)OCCO1.OCCO.OCCO

A structure of composition C28H61ClOsP2Si3, computed with the ωB97M-V functional and the def2-TZVPD basis.

Structure (XYZ):
```
96
C28H61ClOsP2Si3, DFT the ωB97M-V functional and the def2-TZVPD basis
Os -0.7342 0.4191 0.0445
C -1.8206 1.2024 -1.7136
C -1.4589 2.2601 -0.8093
C -0.0072 2.2831 -0.8058
Si -2.6190 3.1592 0.3503
C 0.4704 1.2448 -1.6376
C -0.6448 0.5493 -2.2258
Si -0.5595 -0.8311 -3.5183
H -2.8400 0.9234 -1.9434
H 0.5965 2.9950 -0.2542
H 1.5130 0.9953 -1.8235
Cl 2.3054 -1.5346 2.4452
C -2.2711 -1.0760 -4.2381
C 0.6362 -0.3937 -4.8856
C -4.3612 2.9810 -0.2988
C -2.1165 4.9495 0.5306
H 0.2041 0.4385 -5.4588
H 0.7603 -1.2500 -5.5630
H 1.6221 -0.0881 -4.5175
H -3.0125 -1.3537 -3.4791
H -2.2364 -1.8649 -5.0007
H -2.5973 -0.1460 -4.7222
H -2.3395 5.4657 -0.4133
H -1.0505 5.0750 0.7547
H -2.7048 5.4207 1.3294
H -4.4207 3.4465 -1.2918
H -5.0593 3.5022 0.3687
H -4.6662 1.9306 -0.3870
C -0.0082 -2.5184 -2.7948
C -2.5026 2.3216 2.0714
P 1.2414 -2.4325 -1.4855
H 0.3705 -3.1373 -3.6293
H -0.9039 -3.0213 -2.3920
P -0.9245 1.4429 2.2974
H -3.3287 1.6066 2.1643
H -2.6385 3.0892 2.8479
C -0.8596 0.5729 3.9448
C 0.3152 2.8514 2.5653
C 2.8207 -1.9247 -2.3115
C 1.5416 -4.1250 -0.7880
C 0.9422 -4.2351 0.6186
H 2.6405 -4.1912 -0.7004
C 1.0311 -5.2479 -1.6900
H -0.0496 -5.1652 -1.8575
H 1.2235 -6.2053 -1.1872
H 1.5396 -5.2734 -2.6592
H 1.3796 -3.4857 1.2975
H 1.1719 -5.2294 1.0290
H -0.1498 -4.1140 0.6124
H 2.5562 -1.0220 -2.8884
C 3.3262 -2.9980 -3.2739
C 3.8742 -1.5433 -1.2616
H 2.6227 -3.1971 -4.0938
H 3.5365 -3.9416 -2.7526
H 4.2634 -2.6483 -3.7234
H 3.5815 -0.6527 -0.6936
H 4.8218 -1.3251 -1.7696
H 4.0449 -2.3541 -0.5392
H 0.2493 3.4474 1.6409
C 1.7544 2.3465 2.7206
C -0.0670 3.7354 3.7547
H -1.0634 4.1846 3.6633
H 0.6571 4.5597 3.8090
H -0.0108 3.1812 4.7014
H 2.1391 1.8955 1.8013
H 1.8458 1.6006 3.5224
H 2.4000 3.1992 2.9722
C -0.8267 -0.9494 3.8448
C -1.9761 1.0215 4.8894
H 0.1093 0.8884 4.3684
H -2.9692 0.7902 4.4828
H -1.9306 2.0916 5.1212
H -1.8633 0.4727 5.8331
H -1.6454 -1.3479 3.2319
H -0.9142 -1.3731 4.8559
H 0.1332 -1.2978 3.4356
C 1.0590 -0.2892 0.7100
H 1.9594 0.2774 0.5052
H 0.8467 -0.2826 1.7881
H 1.1727 -1.3162 0.3121
C -2.6785 -3.4371 1.9034
Si -3.2877 -2.0077 0.8276
C -4.5005 -2.7393 -0.4282
C -4.2571 -0.7833 1.8537
C -1.7698 -1.3379 -0.1200
H -3.4165 -3.6515 2.6884
H -1.7116 -3.2389 2.3820
H -2.5713 -4.3416 1.2875
H -5.3954 -3.1109 0.0902
H -4.8240 -1.9836 -1.1584
H -4.0558 -3.5812 -0.9766
H -3.7202 -0.4586 2.7537
H -4.5367 0.0952 1.2576
H -5.1906 -1.2624 2.1861
H -0.9400 -2.0655 -0.0092
H -2.0882 -1.4502 -1.1765
```

Values from the calculation:
**DFT total energy**: -87223.4108 eV
**Spin multiplicity**: 5

A cluster of 2 separate species, C28H61N2O2 in total, computed with the ωB97M-V functional and the def2-TZVPD basis.

Structure (XYZ):
```
93
C28H61N2O2, DFT the ωB97M-V functional and the def2-TZVPD basis
C 0.3520 5.1835 -4.4968
C 1.2192 4.3272 -3.5425
C 1.1972 2.8181 -3.8886
C 1.8137 1.9705 -2.7556
C 1.7074 0.4492 -2.9826
C 2.6836 -0.3156 -2.0732
C 2.5815 -1.8464 -2.1963
C 3.7425 -2.5478 -1.4765
C 3.6757 -2.4407 0.0596
C 5.0518 -2.6492 0.7449
C 5.5230 -1.3687 1.4670
C 5.7086 -0.1663 0.5017
C 4.8603 1.0939 0.8092
C 4.6793 1.4577 2.2916
C 3.8384 2.7612 2.4628
C 2.4237 2.4497 3.0137
C 1.4342 1.8912 1.9507
C 0.0337 2.5293 1.9869
C -1.0389 1.6692 1.2702
C -2.4897 2.0225 1.7231
C -3.6192 1.9656 0.6758
C -3.3675 2.9974 -0.4288
N -3.2977 4.4158 0.0368
C -3.7276 0.6007 -0.0383
C -3.4224 -0.6606 0.7886
O -2.1632 -1.2734 0.4485
H -0.4558 4.5678 -4.9204
H -0.1299 6.0070 -3.9543
H 0.9410 5.5955 -5.3262
H 2.2582 4.6795 -3.5929
H 0.8765 4.4615 -2.5104
H 0.1546 2.5017 -4.0445
H 1.7802 2.6738 -4.8102
H 1.3321 2.2308 -1.7971
H 2.8835 2.2298 -2.6650
H 1.9008 0.2076 -4.0383
H 0.6824 0.1148 -2.7633
H 2.4687 -0.0097 -1.0365
H 3.7120 -0.0161 -2.3365
H 1.6346 -2.2074 -1.7691
H 2.6066 -2.1423 -3.2581
H 4.6768 -2.0580 -1.8056
H 3.7858 -3.6110 -1.7488
H 3.2815 -1.4620 0.3692
H 2.9730 -3.2023 0.4251
H 4.9258 -3.4155 1.5276
H 5.8022 -3.0077 0.0292
H 6.4931 -1.5979 1.9370
H 4.7941 -1.1609 2.2530
H 6.7760 0.0873 0.4097
H 5.4118 -0.5113 -0.5046
H 5.3513 1.9564 0.3246
H 3.8736 1.0127 0.3190
H 4.0892 0.6645 2.7721
H 5.6490 1.5395 2.7960
H 4.3476 3.4421 3.1540
H 3.7059 3.2428 1.4837
H 2.5129 1.7144 3.8311
H 1.9894 3.3531 3.4714
H 1.8802 2.0441 0.9533
H 1.3275 0.8014 2.0788
H -0.2879 2.6085 3.0406
H 0.0492 3.5323 1.5411
H -0.8226 0.6219 1.5417
H -0.9266 1.7541 0.1793
H -2.4773 3.0538 2.1157
H -2.7266 1.3829 2.5936
H -4.1881 2.9048 -1.1673
H -2.4283 2.7831 -1.0218
H -2.4447 4.8412 -0.3041
H -4.0602 4.9358 -0.3720
H -3.0940 0.5745 -0.9706
H -4.7654 0.4998 -0.4049
H -4.1857 -1.4226 0.5677
H -3.4722 -0.4668 1.8668
H -1.6824 -0.6347 -0.0660
C -4.2584 -4.4023 1.0839
C -5.5333 -4.2210 1.9050
C -6.3747 -5.4968 2.0476
O -7.1080 -5.8698 0.8949
C -6.3662 -6.5459 -0.0994
N -6.2908 -3.0985 1.3519
H -4.4655 -4.4104 0.0136
H -3.5738 -3.5739 1.2629
H -3.7466 -5.3323 1.3445
H -5.2308 -3.9413 2.9193
H -7.1290 -5.3224 2.8198
H -5.7528 -6.3385 2.3842
H -5.6081 -7.1995 0.3438
H -5.8824 -5.8502 -0.7883
H -7.0662 -7.1577 -0.6696
H -7.0717 -2.8692 1.9593
H -6.7209 -3.3990 0.4819
```

Values from the calculation:
**Energy above the lowest of the compared OMol25 structures with the same formula, charge and spin**: 32.7 kJ/mol
**Charge**: -1